Density functional theory data (the ωB97M-V functional and the def2-TZVPD basis) for a 7-piece molecular cluster, C53H93F2N8O5S2 overall.

Output
E_tot = -3884.09389 hartree
Charge = +4
Multiplicity = 2
Orbital gap (alpha / beta) = 3.31 / 4.18 eV

CARTESIAN COORDINATES (ANGSTROEM)
C1 0.14 0.03 0.85
C2 0.19 -1.32 0.06
O1 1.44 -1.90 -0.14
H1 0.56 -0.04 1.85
H2 -0.83 0.50 1.01
H3 0.67 0.77 0.24
H4 -0.24 -1.03 -0.90
H5 -0.57 -1.97 0.48
C3 -6.44 -7.17 -3.83
N1 -5.21 -6.89 -3.06
C4 -4.53 -7.92 -2.47
C5 -3.24 -7.66 -1.91
C6 -2.79 -6.37 -1.66
C7 -3.60 -5.33 -2.13
C8 -4.82 -5.61 -2.81
C9 -1.49 -6.09 -1.00
C10 -0.27 -6.80 -1.20
C11 0.86 -6.47 -0.53
N2 0.89 -5.39 0.33
C12 -0.24 -4.82 0.67
C13 -1.44 -5.13 0.03
C14 2.16 -5.10 1.01
H6 -7.16 -6.36 -3.85
H7 -6.87 -8.08 -3.41
H8 -6.04 -7.42 -4.82
H9 -4.91 -8.92 -2.67
H10 -2.57 -8.48 -1.68
H11 -3.30 -4.32 -1.92
H12 -5.50 -4.85 -3.16
H13 -0.38 -7.65 -1.86
H14 1.80 -7.00 -0.54
H15 -0.27 -4.10 1.47
H16 -2.32 -4.55 0.26
H17 2.88 -4.95 0.20
H18 2.56 -5.90 1.63
H19 2.04 -4.12 1.48
C15 3.72 0.68 -0.93
N3 3.67 1.97 -1.74
C16 4.05 1.97 -3.06
C17 3.84 3.13 -3.88
C18 3.42 4.33 -3.25
C19 3.06 4.33 -1.90
C20 3.13 3.08 -1.21
C21 3.36 5.61 -3.94
C22 3.94 6.78 -3.47
C23 3.96 7.91 -4.29
N4 3.56 7.85 -5.58
C24 3.01 6.71 -6.10
C25 2.90 5.61 -5.25
C26 3.86 9.02 -6.43
H20 4.70 0.62 -0.46
H21 3.40 -0.17 -1.53
H22 2.96 0.58 -0.16
H23 4.35 1.02 -3.47
H24 4.14 3.24 -4.91
H25 2.66 5.18 -1.38
H26 2.82 2.84 -0.20
H27 4.43 6.83 -2.51
H28 4.62 8.72 -4.00
H29 2.49 6.84 -7.04
H30 2.38 4.71 -5.57
H31 4.38 9.79 -5.86
H32 2.88 9.34 -6.78
H33 4.42 8.80 -7.34
C27 2.78 0.61 5.47
C28 3.13 -0.03 4.14
C29 4.42 -0.94 4.27
N5 5.25 -1.17 2.98
C30 6.34 -2.27 3.33
C31 7.38 -2.47 2.30
C32 8.06 -1.14 1.84
C33 6.97 -0.22 1.33
C34 5.98 0.16 2.43
C35 4.35 -1.86 1.92
H34 3.40 1.48 5.70
H35 2.83 -0.03 6.36
H36 1.77 1.02 5.43
H37 3.37 0.71 3.38
H38 2.28 -0.55 3.69
H39 4.22 -1.93 4.69
H40 5.15 -0.43 4.90
H41 6.91 -1.98 4.21
H42 5.87 -3.24 3.51
H43 8.24 -3.05 2.65
H44 7.05 -3.03 1.42
H45 8.55 -0.83 2.76
H46 8.82 -1.27 1.07
H47 7.59 0.65 1.14
H48 6.57 -0.42 0.34
H49 6.46 0.62 3.30
H50 5.21 0.86 2.14
H51 3.99 -2.77 2.41
H52 4.98 -2.03 1.05
H53 3.50 -1.28 1.56
C36 -2.76 8.36 -4.13
C37 -2.85 6.81 -4.06
C38 -1.69 6.23 -3.26
N6 -1.88 4.78 -2.79
C39 -0.51 4.43 -2.04
C40 -0.62 3.06 -1.33
C41 -1.73 3.15 -0.24
C42 -3.02 3.32 -0.99
C43 -3.02 4.71 -1.65
C44 -2.15 3.84 -3.96
H54 -3.42 8.67 -4.95
H55 -1.74 8.58 -4.44
H56 -3.05 8.74 -3.15
H57 -2.86 6.39 -5.07
H58 -3.85 6.55 -3.74
H59 -1.71 6.81 -2.34
H60 -0.68 6.36 -3.65
H61 -0.21 5.19 -1.32
H62 0.18 4.29 -2.87
H63 0.31 2.93 -0.79
H64 -0.87 2.27 -2.04
H65 -1.50 3.95 0.47
H66 -1.79 2.22 0.32
H67 -3.84 3.07 -0.32
H68 -3.21 2.53 -1.71
H69 -2.91 5.42 -0.83
H70 -3.99 4.93 -2.09
H71 -2.22 2.81 -3.62
H72 -1.41 3.95 -4.75
H73 -3.11 4.10 -4.42
C45 -4.14 -5.12 7.37
C46 -4.30 -4.57 5.94
C47 -3.49 -3.29 5.83
N7 -3.54 -2.56 4.44
C48 -4.90 -1.73 4.33
C49 -4.97 -0.83 3.09
C50 -3.80 0.18 3.15
C51 -2.37 -0.44 3.41
C52 -2.44 -1.50 4.57
C53 -3.35 -3.59 3.27
H74 -4.39 -6.18 7.26
H75 -4.72 -4.62 8.15
H76 -3.11 -5.15 7.74
H77 -5.35 -4.36 5.73
H78 -3.82 -5.31 5.30
H79 -2.43 -3.48 5.97
H80 -3.68 -2.55 6.61
H81 -5.09 -1.15 5.24
H82 -5.70 -2.47 4.25
H83 -5.99 -0.43 3.09
H84 -4.95 -1.41 2.17
H85 -4.05 0.98 3.85
H86 -3.68 0.76 2.23
H87 -1.74 0.37 3.77
H88 -1.98 -0.78 2.45
H89 -2.62 -0.98 5.51
H90 -1.52 -2.09 4.67
H91 -2.54 -4.27 3.53
H92 -2.97 -2.97 2.46
H93 -4.25 -4.10 2.93
N8 -4.03 -0.65 -2.58
S1 -3.57 -0.70 -0.93
O2 -3.01 0.46 -0.34
O3 -3.34 -1.98 -0.25
F1 -5.09 -0.50 -0.42
S2 -2.67 -0.81 -2.98
O4 -2.17 -2.17 -3.01
O5 -1.73 0.23 -2.91
F2 -3.02 -0.83 -4.59

Atom charges from the Mulliken analysis, given in e for atoms 1 to 5: number 1, C, carries 1.22; number 2, C, carries 0.63; number 3, O, carries -0.85; number 4, H, carries -0.20; number 5, H, carries -0.44

=====

Density functional theory data (the ωB97M-V functional and the def2-TZVPD basis) for a 13-piece molecular cluster, C54H118N2O32P4S6 overall.

Output
E_tot = -8400.04920 hartree
Charge = 0
Orbital gap = 4.64 eV

CARTESIAN COORDINATES (ANGSTROEM)
N1 21.20 -10.37 -10.25
H1 20.71 -9.83 -9.55
H2 20.61 -10.76 -10.98
H3 21.51 -11.16 -9.70
H4 22.04 -9.93 -10.58
N2 28.23 -17.04 -3.27
H5 28.05 -17.37 -2.34
H6 29.02 -17.57 -3.59
H7 28.56 -16.08 -3.23
H8 27.44 -17.05 -3.90
C1 26.40 -13.01 -7.71
C2 26.64 -14.12 -6.77
C3 25.45 -15.25 -6.59
O1 25.66 -16.45 -6.25
C4 24.13 -14.76 -7.02
C5 23.96 -13.66 -7.77
C6 25.12 -12.80 -8.22
O2 24.98 -11.98 -9.21
O3 22.69 -13.33 -7.88
O4 27.66 -14.23 -6.08
H9 27.21 -12.50 -8.21
H10 23.25 -15.27 -6.66
C7 23.91 -12.18 -17.06
C8 23.80 -13.09 -15.84
C9 24.21 -12.23 -14.64
S1 23.46 -10.55 -14.90
O5 24.53 -9.57 -14.86
O6 22.26 -10.32 -14.13
C10 23.05 -10.90 -16.64
H11 23.57 -12.64 -17.98
H12 24.94 -11.93 -17.29
H13 24.45 -13.97 -15.92
H14 22.82 -13.50 -15.61
H15 25.26 -11.95 -14.77
H16 23.96 -12.59 -13.64
H17 23.10 -10.00 -17.24
H18 22.01 -11.23 -16.65
C11 17.51 -10.03 -3.51
C12 18.58 -11.16 -3.26
C13 19.34 -11.23 -4.54
S2 19.66 -9.53 -5.20
O7 19.26 -9.51 -6.58
O8 20.90 -8.98 -4.69
C14 18.23 -8.84 -4.16
H19 16.99 -9.67 -2.62
H20 16.80 -10.40 -4.25
H21 18.18 -12.13 -2.98
H22 19.20 -10.87 -2.41
H23 18.61 -11.61 -5.26
H24 20.18 -11.91 -4.70
H25 17.66 -8.07 -4.67
H26 18.66 -8.25 -3.35
C15 34.02 -11.22 -2.80
C16 32.78 -10.89 -3.73
C17 32.36 -12.17 -4.55
S3 33.04 -13.59 -3.63
O9 34.20 -14.08 -4.37
O10 31.93 -14.47 -3.16
C18 33.70 -12.59 -2.18
H27 34.13 -10.47 -2.02
H28 35.04 -11.17 -3.20
H29 33.12 -10.02 -4.29
H30 32.02 -10.60 -2.99
H31 32.92 -12.20 -5.49
H32 31.33 -12.35 -4.84
H33 34.49 -13.14 -1.68
H34 32.90 -12.36 -1.48
C19 29.55 -13.80 -13.73
C20 30.76 -13.36 -14.61
C21 32.01 -13.07 -13.71
S4 31.27 -12.24 -12.19
O11 31.38 -10.85 -12.49
O12 31.82 -12.91 -11.00
C22 29.50 -12.81 -12.58
H35 29.75 -14.83 -13.44
H36 28.64 -13.75 -14.33
H37 30.57 -12.49 -15.24
H38 31.11 -14.12 -15.30
H39 32.83 -12.46 -14.08
H40 32.50 -13.99 -13.39
H41 29.05 -11.86 -12.90
H42 29.14 -13.16 -11.61
C23 24.79 -10.97 -1.74
C24 25.49 -11.53 -3.02
C25 26.99 -11.06 -3.11
S5 27.11 -9.53 -1.97
O13 27.47 -8.35 -2.73
O14 27.81 -9.80 -0.72
C26 25.27 -9.51 -1.68
H43 25.13 -11.62 -0.94
H44 23.70 -10.94 -1.80
H45 24.93 -11.25 -3.91
H46 25.47 -12.61 -2.96
H47 27.40 -10.82 -4.09
H48 27.67 -11.82 -2.73
H49 24.84 -9.03 -2.56
H50 25.09 -8.96 -0.75
C27 28.33 -7.75 -9.50
C28 28.10 -7.36 -8.04
C29 26.61 -7.50 -7.79
S6 25.78 -6.72 -9.26
O15 25.80 -5.29 -9.09
O16 24.57 -7.40 -9.71
C30 27.16 -7.23 -10.40
H51 28.34 -8.84 -9.60
H52 29.29 -7.44 -9.90
H53 28.53 -6.36 -7.96
H54 28.66 -8.00 -7.35
H55 26.11 -7.20 -6.86
H56 26.36 -8.56 -7.86
H57 27.41 -6.40 -11.07
H58 26.76 -7.99 -11.07
C31 30.62 -23.52 -8.91
C32 31.35 -22.42 -8.18
O17 30.59 -21.88 -7.12
P1 31.02 -20.47 -6.39
O18 30.30 -20.11 -5.10
O19 31.05 -19.38 -7.63
C33 30.85 -18.02 -7.28
C34 31.59 -17.22 -8.28
O20 32.67 -20.70 -6.24
C35 33.41 -20.73 -4.97
C36 33.29 -19.45 -4.29
H59 31.20 -23.70 -9.81
H60 30.52 -24.44 -8.33
H61 29.56 -23.32 -9.11
H62 32.25 -22.69 -7.62
H63 31.68 -21.64 -8.87
H64 29.79 -17.77 -7.27
H65 31.15 -17.82 -6.26
H66 32.62 -17.54 -8.43
H67 31.22 -17.35 -9.30
H68 31.66 -16.20 -7.90
H69 32.90 -21.44 -4.32
H70 34.43 -21.05 -5.19
H71 33.45 -18.82 -5.17
H72 32.27 -19.23 -3.99
H73 34.04 -19.31 -3.51
C37 28.05 -17.76 -17.74
C38 27.04 -18.51 -16.88
O21 27.81 -18.95 -15.75
P2 26.91 -19.41 -14.45
O22 25.43 -19.65 -14.79
O23 27.75 -20.64 -13.75
C39 27.46 -21.98 -14.03
C40 28.34 -22.34 -15.15
O24 27.13 -18.21 -13.46
C41 26.48 -18.08 -12.20
C42 25.48 -16.93 -12.17
H74 28.97 -18.35 -17.83
H75 27.55 -17.61 -18.70
H76 28.32 -16.75 -17.43
H77 26.25 -17.80 -16.68
H78 26.66 -19.36 -17.46
H79 27.49 -22.62 -13.15
H80 26.44 -22.22 -14.33
H81 29.37 -22.42 -14.80
H82 28.05 -23.25 -15.66
H83 28.41 -21.56 -15.92
H84 25.94 -19.03 -12.11
H85 27.27 -17.98 -11.46
H86 24.70 -17.01 -12.92
H87 24.97 -16.86 -11.21
H88 25.98 -15.99 -12.39
C43 21.68 -15.29 0.48
C44 21.92 -16.47 -0.46
O25 22.04 -17.65 0.21
P3 23.23 -18.73 -0.20
O26 24.54 -18.07 -0.45
O27 23.10 -19.86 1.02
C45 23.74 -19.70 2.28
C46 22.74 -20.32 3.24
O28 22.56 -19.52 -1.46
C47 22.77 -19.20 -2.84
C48 21.64 -19.80 -3.59
H89 21.41 -14.36 -0.03
H90 20.74 -15.41 1.03
H91 22.46 -15.06 1.20
H92 21.09 -16.48 -1.17
H93 22.82 -16.19 -0.99
H94 24.66 -20.28 2.34
H95 23.95 -18.65 2.49
H96 21.82 -19.74 3.32
H97 22.37 -21.31 2.98
H98 23.08 -20.29 4.27
H99 22.89 -18.13 -3.05
H100 23.72 -19.58 -3.22
H101 21.77 -19.50 -4.63
H102 21.76 -20.88 -3.64
H103 20.67 -19.55 -3.15
C49 13.02 -11.52 -4.91
C50 12.95 -13.05 -4.83
O29 14.22 -13.58 -4.70
P4 15.05 -14.05 -6.01
O30 14.44 -15.14 -6.84
O31 15.37 -12.69 -6.90
C51 14.70 -12.47 -8.10
C52 15.71 -11.58 -8.88
O32 16.51 -14.45 -5.38
C53 17.55 -15.07 -6.13
C54 17.33 -16.55 -6.32
H104 13.75 -11.13 -5.62
H105 12.16 -11.14 -5.45
H106 12.98 -11.04 -3.93
H107 12.19 -13.39 -4.13
H108 12.49 -13.35 -5.76
H109 14.50 -13.38 -8.68
H110 13.81 -11.95 -7.72
H111 16.68 -12.06 -8.96
H112 15.40 -11.44 -9.92
H113 15.75 -10.59 -8.44
H114 17.76 -14.56 -7.07
H115 18.47 -15.01 -5.56
H116 16.59 -16.84 -7.07
H117 18.29 -16.89 -6.70
H118 17.07 -16.95 -5.34

Atom charges from the Mulliken analysis, given in e for atoms 1 to 5: number 1, N, carries -0.34; number 2, H, carries 0.35; number 3, H, carries 0.39; number 4, H, carries 0.23; number 5, H, carries 0.34